Run i
Formula: C7H16N2
Source: OMol25
Level of theory: ωB97M-V with the def2-TZVPD basis set

Geometry (Å):
C1 -1.02966 0.12701 -0.38217
C2 -0.73845 1.62267 -0.55342
C3 -2.43815 -0.04580 0.20773
C4 -0.95105 -0.55893 -1.74863
C5 0.01565 -1.81780 0.78518
N1 0.02472 -0.39622 0.49191
H1 -0.00575 0.11760 1.36899
H2 -2.69296 -1.09826 0.30808
H3 -1.57722 -0.03011 -2.46224
H4 -1.48856 2.08492 -1.18932
H5 -0.74510 2.12677 0.41063
H6 0.23867 1.76563 -1.00684
H7 -2.49844 0.42207 1.18905
H8 -3.17486 0.41975 -0.44147
H9 -1.29613 -1.58798 -1.69308
H10 0.07358 -0.55120 -2.11205
H11 -0.91036 -2.17715 1.25207
H12 0.84016 -2.02396 1.46730
H13 0.18332 -2.37945 -0.13258
C6 3.01883 0.49143 0.24887
C7 3.06340 0.99968 1.58804
N2 3.08303 1.40168 2.65884
H14 2.00587 0.11899 0.05735
H15 3.26169 1.28805 -0.45297
H16 3.73777 -0.31939 0.14072

Results
HOMO energy   -9.1 eV
Orbital gap   9.7759 eV
SMILES string   CNC(C)(C)C.CC#N

---

Run ii
Formula: C7H16N2
Source: OMol25
Level of theory: ωB97M-V with the def2-TZVPD basis set

Geometry (Å):
C1 -0.11325 -0.64165 2.08596
C2 -1.04839 -1.78743 2.12969
N1 -0.55408 0.60548 1.82910
H1 0.02316 1.13655 1.10091
H2 -1.50927 0.63141 1.48768
H3 0.88060 -0.71885 2.51073
H4 0.45610 -0.84007 0.38581
H5 -1.98980 -1.53902 2.62737
H6 -0.60601 -2.65780 2.61163
H7 -1.30974 -2.05043 1.07847
C3 -0.31565 2.11119 -1.46300
C4 0.23526 -0.73189 -0.77703
C5 0.58913 1.25168 -0.64198
N2 1.27431 -1.34426 -1.50186
C6 -1.06802 -0.97026 -1.14680
C7 1.84997 1.55802 -0.35305
H8 1.10042 -1.38540 -2.49682
H9 2.18942 -0.95435 -1.33566
H10 -1.20515 2.40451 -0.89555
H11 -0.67273 1.56265 -2.33774
H12 0.17970 3.02621 -1.80778
H13 -1.30359 -1.58605 -2.00424
H14 -1.88295 -0.45804 -0.66047
H15 2.47445 0.89093 0.24010
H16 2.32608 2.48687 -0.66546

Results
HOMO energy (alpha / beta)   -6.9 / -6.3 eV
Orbital gap (alpha / beta)   7.6595 / 6.3945 eV

---

Which of them is most stable, and which least? Most stable: run i; least stable: run ii.